Computed, not measured: a single C8H9ClN2O2S molecule in a non-equilibrium geometry, with ωB97M-V with the def2-TZVPD basis set.

## Properties
E_LUMO (spin up / spin down) = -1.0 / -1.0 eV
HOMO-LUMO gap (spin up / spin down) = 7.7 / 7.7 eV
Relative energy (zero: lowest compared OMol25 entry of this formula, charge and spin) = 33.49 kcal per mole

Last column: natural (NBO) charge in e.
Positions of all 23 atoms, in Å:
C (1.82268, 1.77981, -0.60374)  -0.186
Cl (0.20742, -2.33413, 2.28235)  0.094
H (2.64696, 2.26056, -0.16555)  0.241
H (0.26391, 1.88498, -3.50182)  0.212
O (0.37697, 0.71186, 2.61985)  -0.976
C (-0.15306, 0.53612, -1.96186)  -0.212
O (2.77980, 0.72803, 2.04343)  -0.936
H (-0.60326, -1.83345, -0.76658)  0.433
C (1.16985, 0.79069, 0.02796)  -0.258
H (-3.40299, -1.29804, 1.48175)  0.253
C (0.49477, 1.60184, -2.49064)  -0.201
H (2.12285, 3.03635, -2.29367)  0.227
N (-0.65837, -0.92440, -0.18151)  -0.499
H (-2.93362, -2.42353, 0.01082)  0.233
H (-2.50976, -2.74166, 1.71247)  0.277
C (-2.62751, -1.88582, 1.05560)  -0.703
H (-0.84380, 0.06275, -2.66292)  0.222
C (0.10681, 0.18552, -0.61986)  0.091
C (1.56026, 2.19864, -1.87405)  -0.185
C (-1.47822, -0.97783, 0.91846)  0.297
H (-1.41968, -0.10835, 1.57451)  0.270
S (1.48540, 0.16891, 1.77186)  2.227
N (1.59261, -1.41887, 1.62315)  -0.921